Record 1
Computed, not measured: C21H14AuClIN3O as an isolated structure, with ωB97M-V/def2-TZVPD.

For the energy, the calculation gives -52821.8347 eV. As for the total charge: +2. The value obtained for the frontier orbital gap is 6.432 eV.

Last column: Löwdin charge in e.
Element x y z (Å)
Au  0.07  -0.47  -0.15  1.437
Cl  5.69  3.73  1.72  0.756
C  4.57  2.57  1.13  -0.651
C  5.03  1.31  0.69  -0.025
C  4.16  0.35  0.24  0.027
C  2.79  0.59  0.22  -0.277
O  2.02  -0.42  -0.18  -0.235
C  2.32  1.87  0.59  -0.133
C  0.97  2.23  0.47  -0.010
N  -0.02  1.51  0.02  -0.048
C  -1.32  2.05  -0.16  -0.192
C  -1.62  3.37  -0.32  0.034
C  -2.96  3.79  -0.42  -0.011
C  -3.97  2.88  -0.36  0.021
C  -3.69  1.50  -0.24  -0.121
C  -4.68  0.50  -0.21  0.061
C  -4.32  -0.81  -0.10  0.008
C  -2.96  -1.14  -0.05  -0.072
N  -1.99  -0.24  -0.10  -0.023
C  -2.34  1.09  -0.17  -0.147
C  3.24  2.85  1.06  -0.026
H  6.09  1.11  0.71  0.130
H  4.52  -0.61  -0.10  0.133
H  0.73  3.25  0.77  0.151
H  -0.83  4.11  -0.39  0.129
H  -3.17  4.84  -0.53  0.131
H  -5.01  3.19  -0.43  0.137
H  -5.72  0.79  -0.25  0.146
H  -5.05  -1.60  -0.06  0.132
H  -2.68  -2.17  0.05  0.092
H  2.87  3.82  1.35  0.129
I  3.74  -5.12  0.06  1.019
C  1.80  -4.44  -0.24  -0.696
C  0.75  -5.30  -0.49  -0.072
C  -0.51  -4.77  -0.70  -0.005
C  -0.68  -3.41  -0.63  -0.108
N  0.33  -2.56  -0.36  -0.068
C  1.56  -3.07  -0.18  -0.166
H  0.91  -6.37  -0.53  0.123
H  -1.35  -5.40  -0.92  0.133
H  -1.65  -2.99  -0.83  0.077
H  2.35  -2.38  0.01  0.078

Record 2
Computed, not measured: C21H14BCl5N7O2Ru as an isolated structure, with ωB97M-V/def2-TZVPD.

For the energy, the calculation gives -102400.9018 eV. As for the total charge: 0. The value obtained for the frontier orbital gap (spin up / spin down) is 8.178 / 7.343 eV. The spin multiplicity is 6. As for the expectation value of S²: 8.757.

Last column: Löwdin charge in e.
Element x y z (Å)
Ru  -0.19  -0.59  -0.50  1.557
C  -0.58  3.44  1.55  -0.056
C  -1.11  2.19  1.20  -0.176
N  -0.14  1.37  0.80  -0.055
N  1.01  2.07  0.86  -0.042
C  0.77  3.31  1.31  -0.086
B  2.38  1.47  0.44  -0.530
N  2.40  1.16  -1.09  -0.049
C  3.11  1.74  -2.05  -0.095
C  2.82  1.13  -3.26  -0.061
C  1.88  0.16  -2.93  -0.148
N  1.64  0.17  -1.62  -0.069
N  2.62  0.17  1.19  -0.041
C  3.65  -0.20  1.97  -0.072
C  3.44  -1.50  2.37  -0.051
C  2.23  -1.86  1.77  -0.128
N  1.74  -0.85  1.06  -0.001
H  -1.11  4.30  1.91  0.097
H  -2.14  1.86  1.20  0.110
H  1.58  4.01  1.43  0.124
H  3.25  2.27  0.68  0.122
H  3.80  2.54  -1.81  0.125
H  3.23  1.36  -4.23  0.098
H  1.38  -0.56  -3.56  0.116
H  4.45  0.49  2.18  0.122
H  4.07  -2.11  3.00  0.094
H  1.71  -2.81  1.81  0.104
O  0.26  -4.70  -0.05  0.086
C  -0.08  -3.54  0.01  -0.626
O  0.16  -2.61  -0.88  -0.212
C  -0.86  -3.06  1.22  -0.234
C  -1.33  -3.95  2.18  0.017
C  -1.99  -3.44  3.27  -0.035
C  -2.16  -2.06  3.39  -0.039
C  -1.66  -1.25  2.40  -0.105
N  -1.03  -1.75  1.33  -0.003
H  -1.15  -5.00  2.03  0.127
H  -2.37  -4.10  4.04  0.114
H  -2.67  -1.63  4.24  0.110
H  -1.74  -0.17  2.45  0.093
Cl  -2.84  -1.79  -1.43  0.693
C  -2.73  -0.19  -2.13  -0.703
C  -1.59  0.55  -1.83  -0.286
C  -1.53  1.81  -2.41  -0.683
Cl  -0.15  2.82  -2.13  0.751
C  -2.54  2.30  -3.24  -0.704
Cl  -2.41  3.87  -3.94  0.678
C  -3.66  1.52  -3.50  -0.704
Cl  -4.92  2.11  -4.51  0.689
C  -3.76  0.25  -2.94  -0.716
Cl  -5.13  -0.74  -3.25  0.683

Record 3
Computed, not measured: C21H14Br2Cl5IIrN4O2 as an isolated structure at a distorted geometry, with ωB97M-V/def2-TZVPD.

For the energy, the calculation gives -245680.9749 eV. As for the total charge: +2. The value obtained for the frontier orbital gap (spin up / spin down) is 5.935 / 4.888 eV. The spin multiplicity is 2. As for the expectation value of S²: 0.797.

Last column: Löwdin charge in e.
Element x y z (Å)
Ir  -0.30  -0.08  -0.41  1.207
C  -0.70  1.84  2.40  0.002
C  0.67  1.26  2.47  -0.290
C  1.57  1.61  3.50  0.048
C  2.82  1.05  3.54  0.032
C  3.18  0.09  2.57  -0.155
C  4.44  -0.59  2.51  -0.556
Br  5.78  -0.27  3.79  0.940
C  4.70  -1.52  1.51  -0.126
C  3.76  -1.81  0.54  -0.549
Br  4.08  -3.05  -0.83  0.919
C  2.49  -1.16  0.51  -0.415
O  1.63  -1.40  -0.37  -0.142
C  2.23  -0.20  1.57  -0.189
N  1.03  0.40  1.53  0.019
H  -1.36  1.27  3.06  0.114
H  -1.10  1.76  1.39  0.039
H  -0.71  2.87  2.72  0.101
H  1.26  2.33  4.24  0.136
H  3.52  1.34  4.31  0.106
H  5.66  -2.03  1.48  0.118
Cl  -0.22  -2.48  1.97  0.763
C  -1.80  -2.24  1.37  -0.706
C  -1.99  -1.27  0.38  -0.246
C  -3.30  -1.14  -0.10  -0.710
Cl  -3.58  -0.04  -1.36  0.748
C  -4.38  -1.88  0.39  -0.705
Cl  -5.96  -1.66  -0.21  0.741
C  -4.15  -2.83  1.40  -0.700
Cl  -5.44  -3.75  2.03  0.754
C  -2.84  -3.03  1.88  -0.706
Cl  -2.53  -4.21  3.07  0.740
N  0.50  -1.68  -4.41  0.107
C  -0.47  -0.80  -4.78  -0.042
C  -0.89  -0.19  -3.64  -0.137
N  -0.18  -0.69  -2.59  -0.065
C  0.65  -1.59  -3.08  -0.146
H  1.00  -2.30  -5.03  0.181
H  -0.78  -0.68  -5.80  0.132
H  -1.65  0.55  -3.51  0.086
H  1.36  -2.15  -2.50  0.112
N  -2.25  3.63  -2.25  0.225
C  -1.26  2.97  -1.66  -0.618
O  -1.47  2.02  -0.91  -0.165
C  0.12  3.52  -1.97  -0.475
I  1.68  2.21  -1.31  1.054
H  -3.21  3.36  -2.09  0.139
H  -2.09  4.45  -2.81  0.136
H  0.26  4.47  -1.45  0.075
H  0.25  3.68  -3.04  0.069

Record 4
Computed, not measured: C21H14CaN3O6 as an isolated structure, with ωB97M-V/def2-TZVPD.

For the energy, the calculation gives -57206.1244 eV. As for the total charge: -1. The value obtained for the frontier orbital gap is 6.760 eV.

Last column: Löwdin charge in e.
Element x y z (Å)
Ca  0.45  -0.02  0.23  1.493
O  -2.05  -5.63  -3.79  -0.060
C  -0.94  -5.08  -3.89  -0.699
O  -0.01  -5.26  -4.68  -0.040
C  -0.70  -3.95  -2.85  -0.087
C  -1.66  -3.68  -1.88  -0.009
C  -1.44  -2.66  -0.99  -0.146
N  -0.36  -1.87  -1.03  -0.039
C  0.58  -2.13  -1.96  -0.189
C  0.45  -3.17  -2.87  0.059
C  1.82  -1.22  -2.04  -0.641
O  2.84  -1.69  -2.52  0.047
O  1.67  -0.02  -1.58  -0.252
H  -2.55  -4.29  -1.86  0.110
H  -2.16  -2.43  -0.21  0.102
H  1.21  -3.37  -3.60  0.125
O  -2.37  1.71  3.07  0.065
C  -1.37  1.06  3.31  -0.448
N  -0.48  0.59  2.37  0.006
C  0.53  -0.05  3.01  -0.483
O  1.50  -0.57  2.42  -0.050
C  0.30  -0.04  4.49  -0.094
C  1.02  -0.56  5.54  -0.002
C  0.50  -0.36  6.82  -0.077
C  -0.69  0.34  7.01  -0.077
C  -1.40  0.86  5.94  -0.006
C  -0.88  0.65  4.68  -0.092
H  1.95  -1.10  5.38  0.119
H  1.03  -0.75  7.68  0.101
H  -1.06  0.47  8.02  0.100
H  -2.33  1.40  6.08  0.117
N  -1.16  1.91  -0.44  0.020
C  -1.81  1.37  -1.59  -0.340
C  -2.97  0.62  -1.44  -0.053
C  -3.52  -0.04  -2.53  -0.088
C  -2.93  0.05  -3.78  -0.088
C  -1.77  0.81  -3.93  -0.075
C  -1.21  1.46  -2.84  -0.045
H  -0.70  2.79  -0.60  0.100
H  -1.78  2.00  0.36  0.075
H  -3.43  0.54  -0.46  0.114
H  -4.42  -0.64  -2.39  0.105
H  -3.34  -0.49  -4.62  0.104
H  -1.29  0.86  -4.89  0.107
H  -0.27  2.00  -2.96  0.113

> Look up the total charge of the third one.

+2